# 1
Here is a 2-piece molecular cluster, C4H10O3S2 overall from the OMol25 dataset. Energies are from ωB97M-V/def2-TZVPD.

Geometry as XYZ:
```
19
Properties=species:S:1:pos:R:3:forces:R:3:lowdin_charge:R:1
C 1.6602 0.1738 -0.7259 0.1282 -0.0968 0.2464 -0.17
C 1.3781 1.6278 -0.9951 0.0173 0.0602 0.0265 -0.55
O 0.3925 1.7953 -1.9161 -0.1811 -0.0305 -0.0953 0.07
O 1.9619 2.5568 -0.5146 -0.0252 -0.0203 -0.0109 0.12
C 0.4285 -0.7225 -0.6956 0.2602 0.1344 0.0784 -0.52
S -0.7971 -0.1652 0.5259 -0.4625 0.1120 -0.5027 0.50
S -0.2463 -0.9472 2.2914 0.4148 -0.1044 0.4139 0.44
C -0.9662 -2.5990 2.2811 -0.0336 -0.2526 -0.2661 -0.48
H 2.3379 -0.1569 -1.5109 0.0778 -0.0838 -0.2370 0.13
H 2.2325 0.1059 0.2031 -0.1914 0.1114 -0.0365 0.12
H 0.2766 2.7470 -2.0594 0.1320 -0.0069 0.1006 0.14
H -0.0968 -0.6999 -1.6499 -0.0156 -0.0771 0.0235 0.05
H 0.7255 -1.7501 -0.4896 -0.1071 -0.0001 0.0373 0.08
H -0.7024 -3.0646 3.2275 -0.0778 0.0682 0.1728 0.03
H -2.0448 -2.5587 2.1591 -0.0577 0.0548 0.1210 0.03
H -0.5507 -3.2254 1.4944 0.0907 0.1022 -0.1000 0.03
H -2.6753 -0.0636 -2.0918 0.1099 0.0590 -0.0932 0.03
H -1.4943 0.7726 -2.6206 -0.2964 -0.3561 -0.0672 0.01
O -2.0973 0.0452 -2.8575 0.2175 0.3266 0.1886 -0.07
```
Forces are in eV/Å.

As for the electronic energy: -32123.9639 eV. The SMILES is CSSCCC(=O)O.O. The value obtained for the lowest unoccupied orbital energy is 0.52 eV. The energy relative to the best compared isomer or geometry (same formula, charge and spin) is 0.00 kJ/mol. For the HOMO energy, the calculation gives -0.3353 Eh. The spin multiplicity is 1.

=====

# 2
Here is C4H10O4P as an isolated structure from the OMol25 dataset. Energies are from ωB97M-V/def2-TZVPD.

Geometry as XYZ:
```
19
Properties=species:S:1:pos:R:3:forces:R:3:lowdin_charge:R:1
C 1.4436 -1.7527 1.8109 -0.4305 0.2674 -1.0197 -0.34
C -1.9448 2.2456 -2.0451 -2.5942 2.6353 -0.0813 -0.07
C -0.1338 0.3573 1.4229 -4.0198 1.4400 0.6260 -0.33
C -0.0866 -1.4608 -0.5216 1.0156 -0.0323 0.1788 -0.35
O 2.2544 -0.8693 1.7066 -0.3289 -0.4191 0.2707 0.03
O -1.1282 1.5901 -1.4709 0.3496 -0.7488 -0.0657 -0.03
O 0.6626 1.0801 0.4395 2.1081 -2.1986 2.0588 0.05
O 1.1231 -0.7876 -0.9200 2.6973 -0.3188 -0.3566 -0.07
P -0.3878 -1.4832 1.2724 1.0650 1.4761 1.2545 1.08
H 1.6836 -2.7537 2.1189 0.5264 -0.7509 0.5251 0.08
H -2.9024 1.8616 -2.5838 1.7507 -0.0732 0.5335 0.12
H -1.9813 3.4181 -1.9408 0.4629 -1.8303 -0.3509 0.13
H -1.2515 0.7247 1.3748 2.1179 -0.2059 -0.2710 0.13
H 0.1947 0.7341 2.3700 0.3557 -0.3288 0.5986 0.10
H -0.7874 -0.8351 -1.0506 -0.9772 -0.6628 -0.1327 0.09
H -0.0265 -2.4996 -0.7123 -0.3036 -0.9259 -1.3914 0.08
H 0.1450 1.4755 -0.2153 -2.1517 1.5970 -2.1350 0.05
H 1.1019 0.2077 -0.1014 0.3837 0.7421 -0.5138 0.06
H 2.0213 -1.2528 -0.9542 -2.0268 0.3375 0.2722 0.19
```
Forces are in eV/Å.

As for the electronic energy: -21778.5254 eV. The value obtained for the lowest unoccupied orbital energy is -3.77 eV. The energy relative to the best compared isomer or geometry (same formula, charge and spin) is 433.09 kJ/mol. Its total charge is +1. For the HOMO energy, the calculation gives -0.4957 Eh. The spin multiplicity is 1.

=====

# 3
Here is one molecule with the formula C4H10OS from the OMol25 dataset. Energies are from ωB97M-V/def2-TZVPD.

Geometry as XYZ:
```
16
Properties=species:S:1:pos:R:3:forces:R:3:lowdin_charge:R:1
C 0.6450 -1.3364 0.1280 0.8317 0.2755 1.4653 -0.13
C 1.2942 0.6293 -1.3591 2.5543 -0.5156 -4.0790 -0.20
C -1.9904 0.3671 1.2178 4.4507 -0.6245 1.2625 -0.20
C 0.2283 -0.1369 -0.7125 -4.0345 -0.8718 -0.3948 -0.59
O 0.4116 1.5417 1.3590 0.6737 0.5269 0.8484 -0.56
S -0.5828 1.2967 0.3075 -1.3094 -2.4191 -0.1813 0.89
H 0.9221 -0.7999 1.1359 0.1925 -1.6972 -1.5068 0.10
H -0.1626 -2.1013 0.3240 0.6246 1.1362 -0.2439 0.08
H 1.4931 -1.9256 -0.3925 -1.0413 1.2167 1.1373 0.10
H 1.9553 1.1682 -0.6710 -0.2481 -0.1542 -0.1007 0.08
H 1.0138 1.2897 -2.2546 -0.2674 -0.4221 1.7648 0.10
H 1.9441 -0.1025 -1.9912 -0.6201 0.8933 1.4122 0.11
H -1.4719 -0.3047 2.0159 -0.8209 1.1493 -1.5136 0.09
H -2.5947 -0.1822 0.5927 -1.3778 -1.1573 -1.5299 0.00
H -2.4791 1.1384 1.7063 -1.1749 1.3993 0.9530 0.00
H -0.6260 -0.5416 -1.4062 1.5668 1.2645 0.7064 0.14
```
Forces are in eV/Å.

As for the electronic energy: -17190.9830 eV. The value obtained for the lowest unoccupied orbital energy is 0.77 eV. The energy relative to the best compared isomer or geometry (same formula, charge and spin) is 177.75 kJ/mol. For the HOMO energy, the calculation gives -0.3284 Eh. The spin multiplicity is 1.

=====

# 4
Here is a 2-piece molecular cluster, C4H10OS overall from the OMol25 dataset. Energies are from ωB97M-V/def2-TZVPD.

Geometry as XYZ:
```
16
Properties=species:S:1:pos:R:3:forces:R:3:lowdin_charge:R:1
C 1.6126 -1.3740 -0.2064 1.4434 0.6731 -1.4061 -0.38
S 2.6362 -0.0246 -1.0071 -1.4234 0.4508 0.2765 0.68
C 1.5017 1.4166 -0.5759 1.5623 -1.0160 -0.3345 -0.40
H 0.7624 -0.8832 0.2424 -0.0005 -0.3316 0.5367 0.00
H 1.3070 -2.0519 -0.9958 -0.2963 -0.0334 0.0145 0.02
H 2.3573 -1.8797 0.3980 -0.5909 -0.1100 0.6887 0.01
H 0.5204 1.3166 -1.0180 -0.0597 -0.1184 0.0052 0.00
H 2.0205 2.2864 -0.9752 -0.1560 0.1204 0.1732 0.02
H 1.4996 1.4093 0.5089 -0.3526 0.3874 0.0242 0.02
C -1.8627 0.9695 0.2691 -0.3336 -0.2780 -1.2611 -0.01
C -2.1092 -0.2396 0.7379 0.2110 -0.1148 1.9448 -0.29
O -1.7715 -1.4449 0.1941 -0.4935 0.5279 -0.8654 0.00
H -1.8482 1.8395 0.9019 -0.5270 0.0138 0.1214 0.06
H -1.7940 1.1060 -0.8021 0.7468 0.0941 -0.0303 0.06
H -2.4997 -0.3215 1.7551 0.3049 -0.1172 0.0487 0.11
H -2.3323 -2.1243 0.5732 -0.0349 -0.1481 0.0635 0.10
```
Forces are in eV/Å.

As for the electronic energy: -17191.1992 eV. The SMILES is C=CO.CSC. The value obtained for the lowest unoccupied orbital energy is 0.63 eV. The energy relative to the best compared isomer or geometry (same formula, charge and spin) is 156.89 kJ/mol. For the HOMO energy, the calculation gives -0.3010 Eh. The spin multiplicity is 1.

=====

# 5
Here is a 2-piece molecular cluster, C4H10OS overall from the OMol25 dataset. Energies are from ωB97M-V/def2-TZVPD.

Geometry as XYZ:
```
16
Properties=species:S:1:pos:R:3:forces:R:3:lowdin_charge:R:1
C -1.7599 -1.5040 2.4861 -0.8956 1.0674 1.6347 -0.46
S -2.0018 -1.1430 0.7501 0.5617 -0.2239 -0.2373 0.73
C -2.0433 0.6513 0.6446 -0.2126 0.4829 -0.0763 -0.46
H -0.7602 -1.5709 2.9078 0.3793 -0.2489 -0.6640 0.03
H -2.3361 -2.3859 2.7729 0.2141 -0.1145 -0.3240 0.03
H -2.2105 -0.6989 3.1123 0.0170 -0.3253 -0.5827 0.04
H -2.9615 1.0198 1.0977 0.1571 0.1495 0.3756 0.03
H -1.1679 1.2519 0.9496 -0.2722 -0.6574 0.2177 0.04
H -2.1801 0.8616 -0.4097 0.0626 -0.1128 -0.3519 0.02
C 2.7661 0.2892 -3.0391 1.2511 -0.8093 1.9478 0.00
C 2.3474 0.3436 -1.7657 -1.5200 2.0180 -1.5341 -0.28
O 2.9250 1.0876 -0.7591 0.3567 -1.0649 -0.4384 -0.01
H 2.0491 -0.1046 -3.7433 0.5087 -0.2129 -0.2807 0.05
H 3.8534 0.4002 -3.1597 -0.6414 0.3183 -0.8321 0.07
H 1.2750 0.1790 -1.6658 0.0678 -0.3104 0.6788 0.10
H 2.2051 1.3232 -0.1786 -0.0343 0.0441 0.4668 0.08
```
Forces are in eV/Å.

As for the electronic energy: -17191.0447 eV. The SMILES is C=CO.CSC. The value obtained for the lowest unoccupied orbital energy is 0.57 eV. The energy relative to the best compared isomer or geometry (same formula, charge and spin) is 171.80 kJ/mol. For the HOMO energy, the calculation gives -0.3211 Eh. The spin multiplicity is 1.

=====

# 6
Here is one molecule with the formula C4H10OS from the OMol25 dataset. Energies are from ωB97M-V/def2-TZVPD.

Geometry as XYZ:
```
16
Properties=species:S:1:pos:R:3:forces:R:3:lowdin_charge:R:1
C -1.0545 1.6470 -0.3571 0.1387 -1.3240 -1.1109 -0.32
C -0.8068 0.2274 0.0680 0.8781 0.0590 -1.3983 -0.21
C 0.6152 -0.1465 -0.2744 0.7553 -0.9975 -1.9948 -0.28
C 0.9422 -1.5409 0.3245 1.2548 1.7462 -0.6117 -0.58
H -2.5740 2.1644 0.6281 -0.3596 0.0563 0.0155 0.09
H -0.7964 1.6967 -1.4097 0.4859 0.4015 -0.1413 0.13
H -0.5147 2.3038 0.2507 1.6819 1.0797 0.6254 0.11
H -1.4569 -0.4508 -0.4655 -0.5613 -0.1636 0.1740 0.12
H -0.8521 0.1218 1.1119 -0.7534 -0.2430 1.6063 0.10
H 1.2714 0.6634 0.0640 0.3019 -0.4544 0.1315 0.11
H 0.7939 -0.2241 -1.4170 -0.4898 0.2953 1.6426 0.13
H 1.2236 -1.3942 1.3409 -0.1818 -0.1923 0.9387 0.06
H 0.1372 -2.2041 0.2146 -1.3603 -0.6422 0.1242 0.04
H 3.0893 -2.5340 0.6741 -0.2870 0.0496 -0.5614 -0.14
O -2.3578 2.0501 -0.3001 -2.3417 0.4477 0.2951 -0.04
S 2.3404 -2.3802 -0.4529 0.8383 -0.1183 0.2650 0.68
```
Forces are in eV/Å.

As for the electronic energy: -17192.1141 eV. The SMILES is OCCCCS. The value obtained for the lowest unoccupied orbital energy is 0.84 eV. The energy relative to the best compared isomer or geometry (same formula, charge and spin) is 68.63 kJ/mol. For the HOMO energy, the calculation gives -0.3328 Eh. The spin multiplicity is 1.

=====

# 7
Here is a 2-piece molecular cluster, C4H10OS overall from the OMol25 dataset. Energies are from ωB97M-V/def2-TZVPD.

Geometry as XYZ:
```
16
Properties=species:S:1:pos:R:3:forces:R:3:lowdin_charge:R:1
C 2.1297 -0.5148 1.1677 1.0120 0.2739 0.0270 -0.17
C 2.3331 -0.2210 -0.3295 -1.0738 0.5546 0.0894 -0.56
S 0.8742 0.6865 -1.0378 0.5957 0.1099 -0.0549 0.67
H 2.2765 -1.5837 1.3371 -0.3110 0.1385 0.2871 0.07
H 1.2038 -0.1306 1.5883 -0.3300 -0.4225 -0.3794 0.04
H 2.8788 0.0215 1.7563 0.2387 -0.2048 -0.0790 0.06
H 3.2016 0.3959 -0.5505 -0.0052 -0.0547 0.1668 0.05
H 2.4033 -1.1233 -0.9224 0.1630 -0.1421 0.0164 0.05
H 0.3468 -0.3809 -1.6228 -0.2633 -0.1512 -0.1203 -0.16
C -1.7478 -1.0390 1.0841 0.5284 0.6529 -2.2171 0.00
C -2.3383 -0.4239 0.0442 0.9464 0.0205 1.6945 -0.30
O -2.6669 0.9056 0.1484 -1.2614 -0.1268 -0.4753 -0.04
H -1.1205 -1.8573 0.7540 -0.4800 -0.8013 0.7303 0.05
H -1.4666 -0.4489 1.9371 -0.0873 -0.0552 0.3804 0.06
H -2.5261 -0.9289 -0.8969 -0.1454 0.1821 -0.1065 0.10
H -1.8888 1.4477 0.0290 0.4733 0.0264 0.0406 0.06
```
Forces are in eV/Å.

As for the electronic energy: -17191.1263 eV. The SMILES is C=CO.CCS. The value obtained for the lowest unoccupied orbital energy is 0.76 eV. The energy relative to the best compared isomer or geometry (same formula, charge and spin) is 163.93 kJ/mol. For the HOMO energy, the calculation gives -0.3329 Eh. The spin multiplicity is 1.

=====

# 8
Here is one molecule with the formula C4H10OS2 from the OMol25 dataset. Energies are from ωB97M-V/def2-TZVPD.

Geometry as XYZ:
```
17
Properties=species:S:1:pos:R:3:forces:R:3:lowdin_charge:R:1
C -0.0479 -1.4160 -1.4383 1.4714 -1.1495 -0.6507 -0.25
C 1.4890 -1.0968 -1.6097 -1.3150 0.1739 0.3051 -0.25
O 2.0845 -1.0383 -0.3305 -1.1942 -0.2589 0.6296 -0.08
C -0.6148 -0.9305 -0.1187 0.9301 0.6914 -0.0301 -0.55
S -1.1019 0.8617 -0.2036 -0.8907 -0.6376 -0.2157 0.46
S -1.8145 0.9924 1.7458 0.4580 0.9554 -0.1972 0.43
C -1.2068 2.6733 2.3016 -0.8868 -0.8206 0.3389 -0.43
H -0.6273 -1.1522 -2.3191 0.0375 0.9572 -0.0768 0.10
H -0.0691 -2.5048 -1.6270 -0.3971 0.0586 1.2273 0.11
H 1.9374 -1.9298 -2.1573 0.0307 0.4874 -0.4845 0.11
H 1.5369 -0.1167 -2.0728 0.5604 0.0342 -0.5134 0.11
H 3.0155 -0.9328 -0.3804 1.1743 0.1604 -0.3365 0.07
H 0.1885 -0.7337 0.5814 0.1430 -1.1447 0.2205 0.03
H -1.3130 -1.6617 0.2761 -0.5792 0.5777 0.1106 0.08
H -0.5045 2.5500 3.1186 0.2521 -0.0066 -0.1167 0.02
H -0.8272 3.3355 1.5304 0.0561 -0.3456 -0.2441 0.03
H -2.1249 3.1003 2.7035 0.1494 0.2672 0.0338 0.01
```
Forces are in eV/Å.

As for the electronic energy: -28027.0413 eV. The SMILES is CSSCCCO. The value obtained for the lowest unoccupied orbital energy is 0.74 eV. The energy relative to the best compared isomer or geometry (same formula, charge and spin) is 149.57 kJ/mol. For the HOMO energy, the calculation gives -0.2870 Eh. The spin multiplicity is 1.

=====

# 9
Here is a 2-piece molecular cluster, C4H10OS2 overall from the OMol25 dataset. Energies are from ωB97M-V/def2-TZVPD.

Geometry as XYZ:
```
17
Properties=species:S:1:pos:R:3:forces:R:3:lowdin_charge:R:1
C -0.5428 1.4971 -2.1984 -0.1597 -0.3619 -0.3790 0.04
C -0.6085 0.3259 -1.5335 -0.2923 1.1359 -0.1540 -0.45
O -0.4265 0.3293 -0.1635 0.0733 -0.7702 -0.5219 -0.03
C -0.9054 -1.0054 -2.1920 0.7764 -0.3732 -0.9341 -0.05
H -0.6852 1.5496 -3.2828 -0.1008 -0.4213 0.4431 0.06
H -0.3624 2.4887 -1.7769 0.0926 -0.6441 0.4229 0.06
H -0.2221 -0.5869 0.0967 -0.0772 0.4080 0.2017 0.03
H -1.2846 -0.7962 -3.2140 0.3284 -0.1856 0.5699 0.08
H 0.0591 -1.5954 -2.3143 -1.1274 0.5490 0.2358 0.10
H -1.6640 -1.6629 -1.7167 0.5150 0.6633 0.1455 0.09
C 1.4822 0.6811 2.6064 0.8316 -0.3215 -0.8233 -0.49
S 1.2291 -0.7781 3.6565 -0.2578 0.0992 0.0138 0.35
S 0.1640 -1.9780 2.3506 -0.2700 0.5032 0.3248 0.31
H 2.3086 0.3926 1.9310 -0.5571 0.3236 -0.0351 0.03
H 1.8817 1.5208 3.1889 -0.4987 -0.2147 0.1211 0.03
H 0.5796 0.9260 2.0155 0.5415 0.0408 0.5437 0.02
H -1.0028 -1.3081 2.5465 0.1821 -0.4303 -0.1749 -0.16
```
Forces are in eV/Å.

As for the electronic energy: -28027.2876 eV. The SMILES is C=C(C)O.CSS. The value obtained for the lowest unoccupied orbital energy is 0.39 eV. The energy relative to the best compared isomer or geometry (same formula, charge and spin) is 125.81 kJ/mol. For the HOMO energy, the calculation gives -0.3238 Eh. The spin multiplicity is 1.

=====

# 10
Here is one molecule with the formula C4H10OSi from the OMol25 dataset. Energies are from ωB97M-V/def2-TZVPD.

Geometry as XYZ:
```
16
Properties=species:S:1:pos:R:3:forces:R:3:lowdin_charge:R:1
C -1.3088 0.3904 -0.2662 1.1144 0.0970 0.0726 -0.20
C -0.3450 -0.5140 -0.0740 1.5500 -0.9418 -0.3719 -0.36
C -1.0249 1.8379 -0.2585 -0.3449 3.3072 1.1240 -0.15
C -0.7145 -2.0085 -0.1556 -2.4248 1.7113 3.3630 -0.14
O 2.2582 1.1555 0.1395 -0.3136 0.7514 0.8385 -0.27
Si 1.6171 -0.3616 0.2937 -0.7102 -0.4929 0.1606 0.59
H -2.3492 0.1086 -0.4388 0.2372 -0.2485 0.0689 0.11
H -1.8653 2.5025 -0.5553 0.0689 -0.8275 -0.1212 0.07
H -0.8024 2.3113 0.7538 -0.1518 -1.0839 -0.7479 0.09
H -0.2009 2.2365 -0.8565 0.1551 -0.7493 -0.1735 0.07
H 0.0793 -2.6907 -0.1600 1.2175 -0.9464 -0.6551 0.02
H -1.2616 -2.2594 0.8780 0.9189 0.3639 -2.1571 0.12
H -1.4501 -2.0685 -0.9402 -0.0055 -0.7728 -0.3551 0.06
H 3.0215 1.5230 0.6079 -0.4838 -0.4385 -0.1648 0.05
H 1.6848 -1.1822 1.6251 0.1038 0.9600 -0.8030 -0.02
H 2.6617 -0.9807 -0.5927 -0.9313 -0.6891 -0.0780 -0.03
```
Forces are in eV/Å.

As for the electronic energy: -14234.4953 eV. The SMILES is C/C=C(/C)[SiH2]O. The value obtained for the lowest unoccupied orbital energy is 0.68 eV. The energy relative to the best compared isomer or geometry (same formula, charge and spin) is 108.54 kJ/mol. For the HOMO energy, the calculation gives -0.3318 Eh. The spin multiplicity is 1.